Entry 1:
ORCA calculation (wB97M-V/def2-TZVPD) on a cluster of 2 separate species, C4H14N2O in total at a distorted geometry.

ORCA input file:
```
! RIJCOSX wB97M-V def2-TZVPD def2/J DEFGRID3
* xyz 3 2
C -2.10384 0.85708 1.09357
C -0.72026 1.48287 0.63621
C 0.48326 0.51528 0.84970
C 0.42037 -0.14629 -1.72375
N 0.84569 -0.41681 -0.44292
N -2.72051 0.03739 0.11645
H -1.87946 0.32079 2.01858
H -2.71720 1.71125 1.45238
H -0.80250 1.95886 -0.34192
H -0.36059 2.27473 1.30171
H 1.40870 1.08998 0.89569
H 0.35927 -0.23748 1.62404
H 0.37991 0.87285 -2.13424
H 0.39760 -0.99686 -2.41145
H 1.83845 -1.01969 -0.30564
H -3.43165 0.54021 -0.43710
H -3.07819 -0.86872 0.45167
H 0.15997 -1.23494 -0.53174
H 3.23491 -2.31370 0.30027
H 3.95235 -1.55257 -0.85925
O 3.07919 -1.73241 -0.46438
*
```

F_max = 4.5 eV Å⁻¹
<S²> = 0.755
Energy relative to the best compared isomer or geometry (same formula, charge and spin) = 109.4 kcal/mol
E_HOMO (spin up / spin down) = -0.91249 / -0.91249 Eh

Atomic partial charges in e from the Mulliken method, atoms 1 to 8: C -0.536; C -0.574; C -0.558; C -0.078; N -0.095; N -0.127; H 0.469; H 0.378


Entry 2:
ORCA calculation (wB97M-V/def2-TZVPD) on a cluster of 3 separate species, C4H14N2O2 in total at a distorted geometry.

ORCA input file:
```
! RIJCOSX wB97M-V def2-TZVPD def2/J DEFGRID3
* xyz 0 1
C -2.26528 -0.14852 -0.97371
O 0.97344 1.55508 -1.74925
C -1.07338 0.03172 -0.00060
C 0.08008 -0.93035 -0.50554
C 1.48383 -0.94127 0.05453
N 1.60489 -1.42824 1.38990
N -0.67989 1.36530 0.03926
H -2.86440 -1.02424 -0.71031
H -2.85861 0.75139 -0.92745
H -1.36082 -0.26147 1.01730
H 0.16003 -0.84852 -1.58258
H -0.34349 -1.92115 -0.34110
H 1.89235 0.08453 -0.05511
H 2.07419 -1.56178 -0.63918
H 2.57664 -1.29163 1.69826
H 1.08971 -0.74663 1.99528
H -1.88140 -0.20718 -1.98999
H -0.23073 1.47747 0.98674
H 0.03804 1.70850 -0.73836
H 1.00566 2.45554 -2.08184
H 0.37106 1.25049 2.91670
O 0.20806 0.63096 2.19705
*
```

F_max = 2.4 eV Å⁻¹
Energy relative to the best compared isomer or geometry (same formula, charge and spin) = 175.6 kcal/mol
E_HOMO = -0.31876 Eh

Atomic partial charges in e from the Mulliken method, atoms 1 to 8: C -1.532; O -0.727; C 0.408; C -1.179; C -0.472; N -0.727; N -0.220; H 0.340


Entry 3:
ORCA calculation (wB97M-V/def2-TZVPD) on a cluster of 3 separate species, C4H14N2O2 in total at a distorted geometry.

ORCA input file:
```
! RIJCOSX wB97M-V def2-TZVPD def2/J DEFGRID3
* xyz 0 1
C 2.75609 0.62541 0.91420
N 2.20139 1.03607 -0.13978
C 0.82212 0.79309 -0.38324
C 0.04213 2.05462 0.03281
C -1.44463 1.75495 0.30095
N -2.18345 1.48585 -0.96516
H 3.76995 0.94619 1.08015
H 2.18787 -0.02472 1.59205
H 0.58188 0.50092 -1.40048
H 0.35880 0.00847 0.25209
H 0.16983 2.90282 -0.63771
H 0.41228 2.38361 1.01062
H -1.95055 2.55336 0.82763
H -1.50241 0.80036 0.82677
H -1.56531 1.34273 -1.74003
H -2.79178 2.24954 -1.22802
O -1.28003 -4.08114 -0.83354
H -0.78331 -3.37638 -0.38636
H -1.72973 -3.56342 -1.50438
O -0.15568 -2.30671 0.97687
H 0.05397 -3.04880 1.54890
H 0.66429 -1.88973 0.75140
*
```

F_max = 2.2 eV Å⁻¹
SMILES = C=NCCCN.O.O
Energy relative to the best compared isomer or geometry (same formula, charge and spin) = 38.2 kcal/mol
E_HOMO = -0.33847 Eh

Atomic partial charges in e from the Mulliken method, atoms 1 to 8: C -0.240; N -0.438; C 0.375; C -0.664; C -0.487; N -0.575; H 0.284; H 0.212


Entry 4:
ORCA calculation (wB97M-V/def2-TZVPD) on the ion C4H14N2O2P with charge +1 at a distorted geometry.

ORCA input file:
```
! RIJCOSX wB97M-V def2-TZVPD def2/J DEFGRID3
* xyz 1 1
C 1.16691 -1.71145 0.82290
N 1.22606 -0.41110 0.04919
C 2.57135 0.06838 -0.35044
P 0.09533 0.68568 -0.20474
O 0.44317 1.61454 -1.40275
O 0.13067 2.08249 1.21642
N -1.48438 0.20240 -0.28475
C -1.85812 -0.60066 -1.39194
C -2.32877 0.41534 0.90057
H 0.07367 -1.98787 0.89819
H 1.75432 -2.40429 0.40301
H 1.44747 -1.45017 1.75645
H 2.53041 0.82923 -1.27738
H 3.19726 0.45758 0.52353
H 3.02124 -0.87236 -0.63190
H 0.73164 2.47014 -1.10652
H 0.69586 1.85241 1.87038
H -1.17787 -0.61087 -2.12859
H -1.85496 -1.60181 -1.19413
H -2.73981 -0.39534 -1.90810
H -3.19735 1.10340 0.62959
H -2.65989 -0.50168 1.14195
H -1.78421 0.76602 1.66905
*
```

F_max = 8.0 eV Å⁻¹
SMILES = CN(C)P(O)(O)=[N+](C)C
Energy relative to the best compared isomer or geometry (same formula, charge and spin) = 35.3 kcal/mol
E_HOMO = -0.51704 Eh

Atomic partial charges in e from the Mulliken method, atoms 1 to 8: C -0.894; N 0.193; C -0.904; P 0.698; O -0.514; O -0.622; N 0.172; C -1.220


Entry 5:
ORCA calculation (wB97M-V/def2-TZVPD) on a cluster of 3 separate species, C4H14N2O3S in total at a distorted geometry.

ORCA input file:
```
! RIJCOSX wB97M-V def2-TZVPD def2/J DEFGRID3
* xyz 0 1
N 1.29608 0.21103 2.02353
C 2.03884 0.85263 0.95744
N 1.43820 0.59635 -0.36175
C -0.12761 0.73351 -0.49360
C -0.09453 2.22705 -0.54831
O -0.03205 2.87664 0.49845
C -0.70548 0.06734 -1.65549
S -2.40165 0.31724 -1.90790
H 1.18980 -0.72949 1.74683
H 0.49329 0.77664 2.19989
H 2.99162 0.29173 0.89452
H 2.28335 1.94413 1.11467
H 2.05832 1.07081 -1.09837
H -0.49572 0.29936 0.49592
H 0.07662 2.85962 -1.38055
H -0.55577 -1.09858 -1.66547
H 0.00417 0.32340 -2.51101
H -2.94002 -0.15940 -0.70990
O 0.01056 -3.14602 -0.15953
H 0.90995 -3.30337 -0.08502
H 0.29717 -2.29589 -0.75456
O -2.89565 -1.48202 0.92935
H -2.14230 -1.68952 0.55542
H -2.69719 -1.54318 1.91544
*
```

F_max = 7.7 eV Å⁻¹
SMILES = NCN[C@@H](C=O)CS.O.O
Energy relative to the best compared isomer or geometry (same formula, charge and spin) = 92.4 kcal/mol
E_HOMO = -0.34067 Eh

Atomic partial charges in e from the Mulliken method, atoms 1 to 8: N -0.621; C -0.531; N -0.341; C 0.668; C -0.334; O -0.542; C -0.827; S -0.223


Entry 6:
ORCA calculation (wB97M-V/def2-TZVPD) on a cluster of 3 separate species, C4H14N2O4 in total at a distorted geometry.

ORCA input file:
```
! RIJCOSX wB97M-V def2-TZVPD def2/J DEFGRID3
* xyz 0 1
N 2.21310 0.36018 2.52416
C 1.66160 -0.12340 1.22413
C 0.74791 -1.19445 1.76299
O 1.07344 -2.07396 2.53069
N -0.63884 -1.13629 1.50316
C -1.46837 0.00973 1.01366
C -1.09658 0.23144 -0.50142
O -2.02261 -0.44560 -1.39784
H 2.45202 1.33623 2.56175
H 3.04707 -0.16001 2.75176
H 1.04709 0.65570 0.69108
H 2.41983 -0.59781 0.60235
H -1.22089 -1.69626 2.12147
H -2.53745 -0.25786 0.91700
H -1.18614 0.92743 1.53362
H -1.12960 1.31862 -0.61959
H -0.15169 -0.20112 -0.81857
H -2.13819 -1.33297 -1.03199
O -0.42060 2.74095 -2.78944
H 0.52620 2.81607 -2.96930
H -0.48860 1.95010 -2.23945
O 0.11468 -0.94991 -3.01490
H -0.70248 -0.84813 -2.48818
H -0.10091 -1.32866 -3.86716
*
```

F_max = 3.5 eV Å⁻¹
SMILES = NCC(=O)NCCO.O.O
Energy relative to the best compared isomer or geometry (same formula, charge and spin) = 41.1 kcal/mol
E_HOMO = -0.34942 Eh

Atomic partial charges in e from the Mulliken method, atoms 1 to 8: N -0.609; C -0.155; C 0.349; O -0.628; N -0.119; C -1.163; C -0.278; O -0.657


Entry 7:
ORCA calculation (wB97M-V/def2-TZVPD) on a cluster of 3 separate species, C4H14N2O4 in total at a distorted geometry.

ORCA input file:
```
! RIJCOSX wB97M-V def2-TZVPD def2/J DEFGRID3
* xyz 0 1
N -0.47444 -1.94297 0.19671
C -1.44711 -0.92168 0.18303
O -2.36625 -0.86463 0.96013
N -1.45930 0.08583 -0.87324
C -0.26349 0.43941 -1.59440
C 0.72378 1.49294 -0.89186
C 0.09006 2.95671 -0.69687
O 0.26396 3.48944 0.62080
H -0.84516 -2.62910 0.79654
H -0.26218 -2.25459 -0.76709
H -2.24380 0.76327 -0.72982
H -0.62642 0.88806 -2.47786
H 0.38769 -0.43352 -1.92893
H 1.61980 1.68198 -1.45028
H 0.94880 1.13068 0.01366
H -0.94871 2.98131 -1.09636
H 0.67701 3.70439 -1.25093
H -0.22315 3.17453 1.39485
O 3.02497 -1.82582 -1.27907
H 2.17448 -1.73166 -1.21107
H 3.42758 -1.67852 -0.50902
O 0.78617 -2.25114 3.05378
H -0.07891 -2.48972 2.81154
H 1.23893 -2.29425 2.29599
*
```

F_max = 7.8 eV Å⁻¹
SMILES = NC(=O)NCCCO.O.O
Energy relative to the best compared isomer or geometry (same formula, charge and spin) = 49.1 kcal/mol
E_HOMO = -0.35982 Eh

Atomic partial charges in e from the Mulliken method, atoms 1 to 8: N -0.373; C 0.400; O -0.614; N -0.154; C -0.831; C -0.504; C -0.414; O -0.546


Entry 8:
ORCA calculation (wB97M-V/def2-TZVPD) on a cluster of 3 separate species, C4H14N2OS in total at a distorted geometry.

ORCA input file:
```
! RIJCOSX wB97M-V def2-TZVPD def2/J DEFGRID3
* xyz -1 2
C 1.02740 -0.98861 -1.05483
N 0.84083 -0.23813 -2.28475
C 0.15726 1.94355 1.13447
N 0.90126 1.58721 2.38580
C -0.34424 -1.69822 -0.77735
C -1.05288 -1.38824 0.57784
S 0.26736 -1.57353 1.79792
H 1.24920 -0.30780 -0.22682
H 1.76608 -1.78663 -1.05634
H 1.63353 0.00643 -2.84961
H 0.28424 1.39199 0.21253
H 0.36729 2.98428 0.86248
H 0.25913 0.99956 2.93196
H -0.90234 1.94507 1.38420
H -0.27262 -2.78511 -0.64463
H -0.95836 -1.53923 -1.66159
H -1.86807 -2.06505 0.84988
H -1.44019 -0.37943 0.69491
H 1.30888 0.65710 2.10562
H 0.26637 0.59892 -2.08185
H -2.17435 1.16891 -0.98754
O -1.31577 1.46698 -1.31228
*
```

F_max = 3.2 eV Å⁻¹
<S²> = 0.753
Energy relative to the best compared isomer or geometry (same formula, charge and spin) = 34.1 kcal/mol
E_HOMO (spin up / spin down) = -0.11451 / -0.11343 Eh

Atomic partial charges in e from the Mulliken method, atoms 1 to 8: C -0.072; N -0.680; C -0.510; N -0.727; C -0.688; C -0.429; S -0.241; H 0.083


Entry 9:
ORCA calculation (wB97M-V/def2-TZVPD) on a cluster of 3 separate species, C4H14N2OS in total at a distorted geometry.

ORCA input file:
```
! RIJCOSX wB97M-V def2-TZVPD def2/J DEFGRID3
* xyz 0 1
C -1.03038 0.21686 1.26944
N -2.31156 0.29177 0.64181
C 1.24532 0.92870 -1.95140
N 2.16370 1.44357 -0.87742
C -0.55102 -1.15924 1.63987
C 0.85929 -1.53584 1.00170
S 2.09341 -0.29469 1.54060
H -0.21726 0.64360 0.68837
H -1.09081 0.79667 2.13117
H -2.67998 1.23670 0.50641
H 0.20715 1.05764 -1.72262
H 1.52480 1.39838 -2.90112
H 2.31500 2.44280 -0.87095
H 1.36503 -0.16049 -1.96496
H -0.55507 -1.25182 2.70292
H -1.38981 -1.86138 1.36101
H 1.12011 -2.46639 1.47595
H 0.71941 -1.54735 -0.08382
H 2.01285 1.06689 0.08993
H -2.26673 -0.13971 -0.28102
H -2.09001 -0.47033 -2.53588
O -1.44343 -0.63634 -1.86002
*
```

F_max = 2.7 eV Å⁻¹
Energy relative to the best compared isomer or geometry (same formula, charge and spin) = 168.2 kcal/mol
E_HOMO = -0.30057 Eh

Atomic partial charges in e from the Mulliken method, atoms 1 to 8: C 0.010; N -0.570; C -0.579; N -0.266; C -0.715; C -0.555; S -0.106; H -0.062


Entry 10:
ORCA calculation (wB97M-V/def2-TZVPD) on a cluster of 2 separate species, C4H14N2OS in total.

ORCA input file:
```
! RIJCOSX wB97M-V def2-TZVPD def2/J DEFGRID3
* xyz 0 1
C -0.00509 -2.35136 -0.24409
C -0.39667 -1.04996 0.45460
C -1.87244 -1.01768 0.86556
S -2.37780 -2.48316 1.82177
N -0.12665 0.13682 -0.32846
C 1.22982 0.63112 -0.45713
N 1.62487 1.71169 0.40155
H 0.42205 -3.10186 0.42666
H -0.85634 -2.81045 -0.75134
H 0.78175 -2.18583 -0.99323
H 0.14584 -0.95575 1.40136
H -2.05677 -0.14669 1.49462
H -2.50884 -0.94150 -0.01723
H -2.19566 -1.94640 3.03361
H -0.88661 0.46935 -0.90502
H 1.86740 -0.21397 -0.21518
H 1.38803 0.92534 -1.49637
H 1.98313 1.47959 1.30698
H 1.23045 2.63439 0.27911
O 0.97851 3.97671 -1.74541
H 0.26679 4.11813 -2.37415
H 1.36421 3.12146 -1.95822
*
```

F_max = 0.9 eV Å⁻¹
SMILES = C[C@H](CS)NCN.O
Energy relative to the best compared isomer or geometry (same formula, charge and spin) = 12.6 kcal/mol
E_HOMO = -0.30956 Eh

Atomic partial charges in e from the Mulliken method, atoms 1 to 8: C -1.289; C 0.491; C -1.150; S -0.216; N -0.155; C -0.770; N -0.383; H 0.316


| no. | electronic energy (eV) |
| --- | --- |
| 1 | -9363.88679 |
| 2 | -11443.07420 |
| 3 | -11449.03157 |
| 4 | -20731.31857 |
| 5 | -24329.98606 |
| 6 | -15544.18846 |
| 7 | -15543.84057 |
| 8 | -20235.45369 |
| 9 | -20230.73587 |
| 10 | -20237.48101 |